1.
A structure of composition C30H80BF4N5O10 at a distorted geometry. Source: the OMol25 dataset; level of theory: wB97M-V/def2-TZVPD.

Computed properties:
Charge = +4
Spin multiplicity = 1

Last column: Mulliken charge in e.
Element x y z (Å)
C -22.6101 -19.7858 4.3688  -1.154
O -21.4499 -18.9920 4.1006  -0.046
C -20.6080 -19.4284 3.0058  -1.996
C -19.6687 -18.3490 2.6282  0.114
N -18.6654 -18.0526 3.7400  0.891
H -19.1662 -17.9250 4.6078  -1.502
H -18.1088 -18.8951 3.7602  0.917
C -17.6963 -16.9194 3.4334  0.086
C -16.4788 -17.0163 4.2948  -0.505
O -16.1187 -18.4033 4.6570  -0.326
C -15.2697 -19.1725 3.7375  -0.891
H -23.5381 -19.2163 4.4191  0.292
H -22.6685 -19.9227 5.4486  0.337
H -22.6832 -20.7639 3.8932  0.526
H -21.1825 -19.5967 2.0949  0.730
H -20.1079 -20.3127 3.4007  0.719
H -20.2093 -17.4161 2.4685  -0.738
H -19.0575 -18.5515 1.7487  0.843
H -18.1954 -15.9688 3.6218  -0.384
H -17.4071 -16.7864 2.3909  0.636
H -16.5117 -16.3204 5.1331  -0.638
H -15.5830 -16.6837 3.7705  0.962
H -15.5784 -19.0466 2.6997  0.359
H -15.2700 -20.2614 3.7857  0.314
H -14.2492 -18.7930 3.7898  0.346
C -21.4881 -20.7758 9.9307  -0.718
O -20.9887 -19.5285 9.5070  -0.356
C -21.8416 -18.7867 8.6527  -0.491
C -21.0067 -17.7416 7.8975  1.093
N -19.8997 -17.0759 8.8523  0.002
H -20.2824 -16.7560 9.7306  0.662
H -19.1340 -17.6971 9.0712  0.821
C -19.1105 -15.9710 8.1485  0.092
C -18.2570 -15.1773 9.1392  -2.906
O -19.1250 -14.6565 10.0401  -0.443
C -18.4113 -13.8927 11.0191  -0.817
H -21.7480 -21.3752 9.0582  0.394
H -22.3331 -20.6004 10.5966  0.367
H -20.8255 -21.3819 10.5486  0.291
H -22.5473 -18.3001 9.3260  0.733
H -22.2896 -19.4347 7.8993  0.477
H -21.5644 -16.9246 7.4396  -0.704
H -20.4925 -18.3299 7.1375  -0.078
H -19.9019 -15.3903 7.6747  -0.156
H -18.3884 -16.4732 7.5046  0.451
H -17.7145 -14.4264 8.5648  0.765
H -17.4415 -15.7501 9.5807  0.926
H -19.1483 -13.6063 11.7694  0.352
H -17.8236 -13.0238 10.7231  0.299
H -17.8199 -14.7121 11.4277  0.424
C -16.6226 -15.5891 6.8037  -0.518
O -17.5763 -14.5424 6.6303  -0.581
C -18.9232 -14.9787 6.3923  0.668
C -19.6072 -14.4577 5.1122  -0.480
N -19.4619 -12.8789 5.1953  0.057
H -19.6867 -12.5769 6.1325  0.555
H -18.4674 -12.7192 5.1206  0.733
C -20.3575 -12.1995 4.0335  -0.378
C -20.0930 -10.6432 3.9773  -0.691
O -18.7198 -10.5825 3.7089  -0.298
C -18.2596 -9.5894 2.8220  -0.810
H -15.5780 -15.2795 6.7742  0.610
H -16.6460 -16.3904 6.0652  -0.437
H -16.6964 -15.9330 7.8354  -0.116
H -19.4862 -14.6567 7.2683  1.355
H -18.9346 -16.0686 6.3971  -0.188
H -20.6840 -14.6104 5.0400  -0.897
H -19.0871 -14.7862 4.2124  0.184
H -21.3769 -12.5116 4.2606  0.371
H -19.9906 -12.5704 3.0764  0.185
H -20.3523 -10.1005 4.8863  0.373
H -20.7181 -10.2851 3.1593  0.501
H -18.8484 -8.6845 2.9728  0.335
H -18.4600 -9.7994 1.7714  0.338
H -17.2215 -9.2965 2.9790  0.277
C -21.0813 -20.7070 6.9553  -0.111
O -19.6796 -20.1124 7.0036  -0.542
C -18.9781 -20.2763 5.8630  0.037
C -17.5406 -19.9990 6.0793  -1.099
N -17.4460 -18.5800 6.7385  0.266
H -18.0602 -17.8927 6.3256  -0.332
H -17.7160 -18.7492 7.6969  1.024
C -15.9885 -18.0536 6.7517  0.948
C -15.0667 -18.8398 7.8008  -1.331
O -15.0015 -20.2159 7.5634  -0.284
C -14.1414 -20.9107 8.3300  -0.809
H -21.1464 -21.7659 7.2058  0.523
H -21.4314 -20.5043 5.9431  -0.432
H -21.7184 -20.1779 7.6640  -0.836
H -19.3541 -19.5994 5.0959  -0.087
H -19.0823 -21.2705 5.4283  1.068
H -16.8720 -19.9273 5.2214  -0.360
H -17.0982 -20.7081 6.7790  0.749
H -16.0850 -17.0248 7.0987  -0.992
H -15.5580 -18.0175 5.7510  0.098
H -15.3452 -18.6168 8.8307  0.441
H -14.0313 -18.4990 7.7927  0.644
H -14.1353 -21.9186 7.9150  0.271
H -14.3967 -21.0212 9.3839  0.355
H -13.1240 -20.5199 8.3184  0.344
C -18.5755 -15.1640 0.8472  -0.969
O -19.4452 -15.7810 1.8062  0.427
C -20.5737 -16.3659 1.3099  -0.712
C -21.5293 -16.9009 2.4676  -0.488
N -21.2751 -16.1206 3.8055  -0.005
H -20.2853 -16.1949 3.9921  0.040
H -21.4306 -15.1452 3.5945  0.514
C -21.9891 -16.6953 5.0832  -0.367
C -22.3388 -15.5204 6.0032  -1.759
O -23.2693 -14.7013 5.4036  -0.396
C -23.8481 -13.8066 6.2346  -0.644
H -18.8624 -15.3402 -0.1895  0.452
H -17.6410 -15.7108 0.7214  0.287
H -18.4831 -14.0852 0.9727  0.315
H -20.3157 -17.2437 0.7174  0.572
H -21.2063 -15.6582 0.7741  0.526
H -21.5503 -17.9398 2.7967  0.006
H -22.5742 -16.6516 2.2829  0.602
H -21.3823 -17.4791 5.5367  0.073
H -22.9524 -17.0692 4.7363  0.531
H -21.4559 -14.9357 6.2617  0.641
H -22.8066 -15.8946 6.9138  1.299
H -23.1064 -13.1308 6.6603  0.289
H -24.3749 -14.2087 7.1000  0.306
H -24.5348 -13.1726 5.6737  0.355
B -19.3309 -17.0197 5.6924  0.050
F -19.6848 -18.3249 5.5565  0.930
F -20.2939 -16.5731 6.5629  -0.036
F -18.0873 -16.9760 6.2873  -0.159
F -19.4662 -16.3941 4.4662  -0.756



2.
A cluster of 2 separate species, C7H11NO2 in total at a distorted geometry. Source: the OMol25 dataset; level of theory: wB97M-V/def2-TZVPD.

Computed properties:
Structure (SMILES) = [H]/N=C(\C)C(C)=O.CC#CO
Charge = 0
Spin multiplicity = 1

Last column: Mulliken charge in e.
Element x y z (Å)
C -0.6591 0.3085 -2.0389  -1.177
C 1.3305 -2.1236 0.1202  -1.450
C -1.0511 0.8912 1.7949  -1.249
C 1.8651 0.4721 0.0018  0.729
C -0.4828 0.9501 -0.6933  0.664
C 1.5778 -0.6992 0.1103  0.073
C -1.0731 0.1746 0.4784  0.873
O 2.2758 1.7026 0.0695  -0.582
N -1.5953 -0.9533 0.2365  -0.666
O -0.2069 2.1393 -0.5607  -0.770
H 1.5327 2.2898 -0.1988  0.415
H -2.0128 -1.4043 1.0504  0.236
H -0.4938 -0.7606 -1.9723  0.284
H -1.6891 0.4717 -2.3549  0.369
H 0.0044 0.7748 -2.7628  0.338
H 1.8747 -2.6085 -0.6914  0.268
H 0.2594 -2.3017 -0.0139  0.346
H 1.6402 -2.5608 1.0694  0.320
H -0.0198 1.0050 2.1269  0.257
H -1.6086 0.3427 2.5519  0.416
H -1.4683 1.8897 1.6769  0.307



3.
A cluster of 2 separate species, CH3I3OSi in total at a distorted geometry. Source: the OMol25 dataset; level of theory: wB97M-V/def2-TZVPD.

Computed properties:
Charge = 0
Spin multiplicity = 1

Last column: Mulliken charge in e.
Element x y z (Å)
C 0.9524 0.3398 -1.2223  -0.691
O 0.7047 -0.1502 0.0605  -0.124
Si -0.5687 -0.6366 0.8765  0.173
I -2.1121 2.3318 2.1359  -0.395
I -2.3394 -1.8859 -0.2825  0.024
I 0.0950 -1.5528 2.9860  0.086
H 1.3153 1.2869 -1.0857  0.318
H 0.1540 0.5330 -1.8501  0.358
H 1.7988 -0.2659 -1.6183  0.251



HOMO-LUMO gap for every record listed, in sequence, given in eV: 9.03 9.45 6.15.
Relative energy (zero: lowest compared OMol25 entry of this formula, charge and spin) for every record listed, in sequence, given in eV: 57.590 3.446 2.244.
E_HOMO for every record listed, in sequence, given in eV: -18.2873 -9.1240 -8.3813.